No. 1
The following is a DFT calculation (ωB97M-V with the def2-TZVPD basis set) of 4 unconnected molecules or ions with the total composition C4H16N2O2.

Results
Frontier orbital gap   6.313 eV
Strongest force on any atom   6.27 eV/A
Charge   +2
Energy relative to the best compared isomer or geometry (same formula, charge and spin)   137.8 kcal per mole
2S+1   1
HOMO level   -17.62 eV

Atoms and positions in Å:
C1 -0.70 0.84 -0.77
C2 0.55 0.02 -1.33
C3 1.66 -0.56 -0.53
C4 2.87 0.05 -0.47
N1 3.82 -0.29 0.44
N2 -1.78 -0.10 -0.22
H1 -0.46 1.64 -0.04
H2 -1.29 1.30 -1.58
H3 0.18 -0.87 -1.92
H4 0.97 0.78 -2.01
H5 1.71 -1.48 0.07
H6 3.14 0.89 -1.13
H7 0.94 0.54 1.47
H8 3.73 -1.04 1.10
H9 4.79 0.16 0.45
H10 -1.83 -0.87 -0.84
H11 -1.41 -0.54 0.68
H12 -2.76 0.25 -0.11
H13 -4.92 0.79 -0.75
H14 -4.46 1.70 0.41
O1 -4.37 0.80 0.06
H15 0.51 -0.80 2.07
H16 -0.72 -1.62 2.87
O2 -0.18 -1.59 2.06



No. 2
The following is a DFT calculation (ωB97M-V with the def2-TZVPD basis set) of 3 unconnected molecules or ions with the total composition C4H16N2O2.

Results
Frontier orbital gap   9.973 eV
Strongest force on any atom   3.31 eV/A
Charge   +2
Energy relative to the best compared isomer or geometry (same formula, charge and spin)   44.0 kcal per mole
2S+1   1
HOMO level   -17.14 eV

Atoms and positions in Å:
C1 2.20 1.20 -1.35
C2 1.05 0.37 -0.78
C3 0.88 0.57 0.74
C4 -0.42 -0.53 2.45
N1 -0.32 -0.17 1.24
N2 3.33 0.44 -1.95
H1 1.69 1.77 -2.14
H2 2.36 2.07 -0.69
H3 0.13 0.69 -1.33
H4 1.13 -0.69 -1.02
H5 1.73 0.52 1.42
H6 0.65 1.64 0.91
H7 0.26 -0.35 3.28
H8 -1.32 -1.06 2.75
H9 -1.17 -0.36 0.66
H10 2.91 -0.19 -2.65
H11 3.84 -0.07 -1.23
H12 4.02 1.10 -2.32
H13 -3.54 -1.00 1.90
H14 -3.16 -1.82 0.65
O1 -2.77 -1.30 1.40
H15 -4.53 -0.15 -0.40
H16 -4.80 -1.66 -0.93
O2 -4.16 -1.01 -0.61



Electronic energy
In order: -421.197965; -421.347547
Unit: hartree